175
Properties=species:S:1:pos:R:3:mulliken_charge:R:1 method="wB97M-V/def2-TZVPD" relative_energy_kcal_mol=306.9 molar_mass_g_mol=1114.95 homo_ev=-7.86 total_charge=0 orbital_gap_ev=7.43 lumo_energy_ha=-0.016
C 5.36 -5.27 2.12 -0.8359
C 3.94 -6.14 2.08 0.0273
C 3.53 -6.50 0.54 -0.6087
C 1.96 -6.10 0.16 -0.2296
C 1.29 -7.48 -0.47 -0.7222
C -0.05 -7.00 -1.30 -0.1660
C -1.41 -7.76 -0.73 -0.5877
C -2.42 -6.57 -0.19 -0.5209
C -3.01 -5.67 -1.46 -0.6240
C -3.63 -4.29 -0.82 -0.0468
C -3.74 -3.02 -1.85 -0.8453
C -2.63 -1.81 -1.54 -0.4212
C -3.04 -1.04 -0.15 -0.0481
C -1.74 -0.84 0.89 -0.2471
C -1.40 0.69 1.29 1.1638
N -2.10 1.02 2.63 -0.3045
C -3.40 0.68 2.67 0.0884
C -3.81 -0.60 3.67 -0.8474
C -4.69 1.39 1.94 -0.3199
O -1.92 1.74 0.41 0.2951
S -1.27 1.80 -1.13 0.4310
O -2.49 1.47 -2.08 -0.6411
O -0.16 0.58 -1.49 -0.1790
C 1.20 0.85 -1.00 -0.1560
C 1.76 2.36 -1.23 -0.6457
S 3.55 2.48 -1.85 0.7347
O 4.04 1.24 -2.63 -0.4103
O 4.56 2.92 -0.71 -0.5699
C 1.27 0.32 0.58 0.7653
C 2.87 0.53 1.02 -0.6876
C 3.91 -0.42 0.12 0.0793
O 3.50 -1.55 -0.52 -0.4358
Cl 5.75 -0.06 -0.06 -0.1031
C 0.21 1.03 1.59 -0.7454
C 0.60 0.96 3.20 -1.0077
C 0.40 -0.48 3.92 -0.2193
C 1.11 -1.77 3.22 -0.7153
I 0.70 -3.49 4.58 -0.0428
H 6.06 -5.67 2.97 0.2730
H 5.20 -4.12 2.26 0.1351
H 5.87 -5.42 1.05 0.2684
H 3.06 -5.49 2.54 0.0126
H 4.07 -7.16 2.66 0.2755
H 4.22 -6.01 -0.27 0.2882
H 3.63 -7.68 0.43 0.2121
H 2.04 -5.23 -0.63 0.1180
H 1.36 -5.67 1.08 0.1109
H 1.03 -8.27 0.37 0.2679
H 2.02 -7.97 -1.26 0.2934
H -0.01 -7.21 -2.45 0.3460
H -0.16 -5.82 -1.18 -0.0588
H -1.19 -8.48 0.17 0.3042
H -1.97 -8.29 -1.62 0.2860
H -3.33 -7.00 0.42 0.3450
H -1.87 -5.79 0.52 0.1442
H -2.20 -5.47 -2.28 0.3303
H -3.86 -6.35 -1.95 0.2700
H -2.98 -3.95 0.11 -0.0458
H -4.74 -4.55 -0.45 0.2392
H -4.83 -2.56 -1.89 0.2928
H -3.45 -3.44 -2.92 0.3730
H -2.67 -1.12 -2.49 0.2491
H -1.59 -2.34 -1.53 0.1573
H -3.66 -0.06 -0.29 0.0993
H -3.75 -1.79 0.44 0.2812
H -1.92 -1.53 1.86 -0.1216
H -0.87 -1.42 0.31 0.0784
H -4.81 -1.11 3.36 0.3022
H -2.90 -1.35 3.79 0.2095
H -3.98 -0.13 4.75 0.2698
H -4.35 2.30 1.26 -0.1948
H -5.52 1.74 2.71 0.0477
H -5.20 0.58 1.27 0.2526
H 1.89 0.14 -1.67 -0.0975
H 1.75 2.92 -0.19 0.2033
H 1.15 3.01 -2.02 0.5496
H 3.61 3.56 -2.78 0.2338
H 1.19 -0.87 0.52 0.1682
H 3.01 0.08 2.12 0.4334
H 3.19 1.65 1.09 0.3241
H 0.28 2.20 1.34 -0.0936
H 0.03 1.78 3.86 0.3771
H 1.74 1.27 3.41 0.3756
H 0.83 -0.38 5.03 0.4777
H -0.75 -0.73 4.07 0.1220
H 0.53 -2.03 2.24 0.1556
H 2.27 -1.72 3.10 0.4251
C -4.05 4.56 -3.74 -1.2126
C -4.61 5.72 -2.91 -0.3451
N -5.25 5.31 -1.66 0.1669
C -5.99 6.40 -1.00 -0.6417
C -5.18 7.59 -0.49 -0.9568
C -4.45 4.48 -0.75 -0.7218
C -3.13 5.06 -0.25 -0.5497
H -4.84 3.84 -3.98 0.2992
H -3.64 4.95 -4.68 0.4588
H -3.24 4.04 -3.22 0.1399
H -5.35 6.23 -3.53 0.4636
H -3.80 6.44 -2.73 0.2443
H -6.58 5.99 -0.17 0.3050
H -6.73 6.78 -1.72 0.4452
H -4.66 7.35 0.44 0.2171
H -5.86 8.42 -0.27 0.4039
H -4.46 7.95 -1.22 0.2607
H -4.24 3.53 -1.26 0.2687
H -5.06 4.19 0.11 0.2302
H -2.57 5.57 -1.04 0.2046
H -2.50 4.25 0.13 -0.0410
H -3.29 5.75 0.58 0.3471
C -7.37 0.58 6.04 -1.4415
C -7.75 1.94 5.47 -0.4492
N -8.62 1.88 4.29 0.1932
C -8.77 3.17 3.62 -0.5620
C -9.46 4.30 4.38 -1.0548
C -9.86 1.12 4.44 -0.6940
C -10.83 1.57 5.53 -0.9747
H -6.88 -0.05 5.29 0.2623
H -6.67 0.71 6.87 0.4343
H -8.24 0.04 6.43 0.3446
H -6.81 2.43 5.18 0.4665
H -8.19 2.55 6.26 0.3033
H -9.29 3.03 2.66 0.4252
H -7.77 3.52 3.33 0.2114
H -10.55 4.16 4.41 0.2291
H -9.28 5.25 3.88 0.4281
H -9.09 4.40 5.41 0.2538
H -9.60 0.07 4.63 0.3794
H -10.40 1.09 3.49 0.3597
H -10.33 1.83 6.47 0.2515
H -11.53 0.75 5.76 0.3653
H -11.43 2.42 5.21 0.2800
C 5.61 -0.52 -7.16 -1.3521
C 4.27 -1.19 -7.44 -0.2681
N 4.02 -2.39 -6.64 0.1737
C 2.85 -3.15 -7.09 -0.6660
C 1.48 -2.49 -6.98 -0.8929
C 4.13 -2.24 -5.19 -1.4067
C 3.22 -1.22 -4.51 0.0544
H 6.44 -1.21 -7.32 0.3235
H 5.74 0.33 -7.84 0.4260
H 5.67 -0.13 -6.14 0.2138
H 4.27 -1.47 -8.50 0.4570
H 3.47 -0.45 -7.31 0.2297
H 2.82 -4.12 -6.57 0.3315
H 3.01 -3.42 -8.15 0.4005
H 1.12 -2.49 -5.94 0.1848
H 0.75 -3.04 -7.57 0.3965
H 1.48 -1.46 -7.34 0.2532
H 5.17 -1.98 -4.94 0.3863
H 3.99 -3.21 -4.70 0.3452
H 3.14 -0.29 -5.08 0.2162
H 3.61 -0.97 -3.52 0.0323
H 2.21 -1.62 -4.36 0.1308
C 8.10 2.68 -0.70 -1.1416
C 9.62 2.64 -0.55 -0.3470
N 10.13 3.37 0.61 0.0674
C 11.59 3.52 0.59 -0.6944
C 12.43 2.26 0.70 -0.9433
C 9.56 3.01 1.90 -0.6669
C 9.71 1.56 2.36 -0.9560
H 7.73 3.71 -0.77 0.2955
H 7.80 2.16 -1.62 0.4695
H 7.59 2.18 0.13 0.0849
H 10.04 3.08 -1.47 0.4063
H 9.94 1.59 -0.54 0.2341
H 11.89 4.22 1.39 0.3464
H 11.86 4.03 -0.34 0.3995
H 12.46 1.88 1.73 0.2173
H 13.47 2.48 0.43 0.3942
H 12.09 1.46 0.04 0.2696
H 8.49 3.26 1.89 0.3566
H 9.97 3.67 2.68 0.3375
H 9.53 0.85 1.56 0.2352
H 8.98 1.35 3.16 0.3607
H 10.70 1.37 2.78 0.2899



186
Properties=species:S:1:pos:R:3:mulliken_charge:R:1 method="wB97M-V/def2-TZVPD" molar_mass_g_mol=1138.45 homo_ev=-10.07 total_charge=+3 orbital_gap_ev=3.46 lumo_energy_ha=-0.243
C 8.41 0.05 5.00 -1.3083
C 7.41 1.21 4.95 -0.5393
C 6.26 0.66 4.11 -0.2306
C 5.19 1.77 3.89 -1.1583
N 4.14 1.34 2.85 0.8188
C 3.30 0.11 3.34 0.0542
C 2.09 0.63 4.10 -0.8759
C 2.04 2.12 3.72 0.0599
C 3.00 2.32 2.59 -0.2528
C 4.74 0.88 1.53 -0.3047
C 5.60 1.94 0.89 -0.3715
C 5.51 1.68 -0.62 -1.7368
H 7.89 -0.79 5.49 0.3630
H 9.25 0.33 5.64 0.3888
H 8.89 -0.40 4.14 0.3555
H 7.88 2.10 4.52 0.3640
H 7.03 1.57 5.91 0.3745
H 5.83 -0.16 4.68 0.3002
H 6.71 0.44 3.15 0.2045
H 5.64 2.71 3.58 0.3308
H 4.65 2.01 4.81 0.6548
H 2.93 -0.40 2.45 -0.4876
H 3.93 -0.68 3.74 0.6870
H 1.14 0.13 3.91 0.3634
H 2.22 0.72 5.18 0.3028
H 1.06 2.43 3.38 -0.5623
H 2.23 2.77 4.58 0.6934
H 2.48 2.05 1.67 -0.4253
H 3.46 3.30 2.55 0.6636
H 3.88 0.59 0.92 -0.6154
H 5.26 -0.01 1.87 0.9101
H 6.65 1.88 1.21 0.4463
H 5.23 2.95 1.05 0.3332
H 5.65 0.63 -0.89 0.5072
H 6.13 2.35 -1.20 0.6083
H 4.51 1.85 -1.03 0.1213
C -1.94 -3.09 3.37 -1.5672
C -2.26 -1.65 2.92 0.6943
C -3.74 -1.56 2.38 -0.3855
C -3.90 -2.30 1.05 -0.1451
N -5.28 -2.28 0.42 0.9152
C -5.16 -2.79 -1.03 -0.4653
C -5.66 -1.65 -1.92 -0.5903
C -6.54 -0.73 -1.03 -0.8341
C -5.78 -0.85 0.26 -0.3154
C -6.35 -3.07 1.17 -0.9757
C -6.08 -4.54 1.39 -0.2273
C -7.34 -5.37 1.70 -1.4311
H -1.09 -3.09 4.05 0.4401
H -1.82 -3.83 2.58 0.3245
H -2.74 -3.48 4.00 0.3574
H -1.63 -1.29 2.09 -0.6934
H -2.19 -0.97 3.77 0.4886
H -3.92 -0.49 2.47 -0.1031
H -4.37 -2.02 3.15 0.4218
H -3.66 -3.36 1.21 0.3803
H -3.21 -1.86 0.33 -0.3094
H -5.84 -3.63 -1.19 0.5064
H -4.15 -3.16 -1.19 0.2817
H -6.29 -1.94 -2.76 0.5489
H -4.78 -1.07 -2.19 0.0405
H -7.48 -1.28 -1.04 0.3153
H -6.69 0.30 -1.32 0.4650
H -6.28 -0.46 1.15 0.3420
H -4.94 -0.16 0.20 -0.0980
H -7.25 -2.99 0.55 0.5018
H -6.66 -2.51 2.05 0.5809
H -5.35 -4.61 2.20 0.2292
H -5.66 -4.94 0.47 0.3272
H -7.05 -6.30 2.18 0.3751
H -7.88 -5.46 0.76 0.4080
H -8.08 -4.84 2.30 0.3547
C 0.36 5.29 -4.03 -0.9275
C 0.25 4.95 -2.60 0.4780
O -0.77 4.58 -2.08 -0.3429
N 1.55 5.00 -1.83 0.3103
H 2.30 4.86 -2.53 -0.2316
H 1.71 5.93 -1.45 0.4585
C 1.68 4.03 -0.70 -1.0091
H 0.63 4.39 -4.58 0.1172
H 1.16 6.03 -4.10 0.3823
H -0.50 5.85 -4.39 0.4384
H 1.37 3.04 -1.00 -0.1739
H 1.29 4.49 0.20 0.6532
H 2.76 4.01 -0.55 0.4639
C 2.55 -1.73 -2.43 0.9083
C 2.38 -2.97 -1.58 -0.0554
O 2.45 -4.08 -1.99 -0.3991
N 2.01 -2.73 -0.12 0.5590
H 2.87 -2.82 0.42 0.4954
H 1.80 -1.73 0.07 -0.7318
C 1.00 -3.73 0.34 -0.7935
H 2.79 -0.81 -1.91 -0.4808
H 1.73 -1.61 -3.14 -0.6296
H 3.42 -1.88 -3.08 0.7706
H 0.86 -3.52 1.41 0.4549
H 1.51 -4.68 0.25 0.4441
H 0.05 -3.58 -0.16 0.0804
C -1.60 -9.65 -2.60 -1.0513
C -0.70 -8.59 -3.15 0.4991
O 0.24 -8.84 -3.84 -0.3330
N -0.92 -7.13 -2.74 -0.0371
H -1.81 -6.92 -3.18 0.4076
H -1.02 -7.07 -1.73 0.4186
C 0.23 -6.21 -3.16 -0.5729
H -1.10 -10.59 -2.81 0.3340
H -2.43 -9.45 -3.29 0.3313
H -1.93 -9.45 -1.58 0.3494
H 1.15 -6.72 -2.89 0.3720
H 0.17 -5.25 -2.66 -0.2015
H 0.19 -6.08 -4.24 0.4284
C -1.02 5.06 4.20 -1.1295
C -2.47 5.20 3.72 -0.5269
N -3.37 4.01 3.99 0.4688
C -2.80 2.69 3.50 -1.8149
C -3.46 3.84 5.53 -0.4759
C -3.82 5.12 6.29 -1.2693
C -4.69 4.24 3.26 -0.7236
C -4.77 3.84 1.79 -0.3808
O -3.78 4.42 1.00 -0.2731
C -3.76 4.01 -0.38 -0.5317
H -0.97 4.97 5.28 0.3139
H -0.36 5.88 3.90 0.4909
H -0.60 4.14 3.78 0.1031
H -2.49 5.23 2.62 0.3999
H -2.93 6.14 4.00 0.6391
H -3.61 1.98 3.40 0.6467
H -1.96 2.39 4.13 0.4904
H -2.37 2.88 2.51 0.4743
H -2.54 3.46 5.96 0.3764
H -4.26 3.10 5.61 0.4840
H -4.77 5.51 5.91 0.3463
H -3.01 5.85 6.21 0.2933
H -4.04 5.01 7.35 0.4330
H -4.98 5.27 3.48 0.5217
H -5.36 3.56 3.79 0.3185
H -5.74 4.20 1.43 0.6424
H -4.75 2.77 1.57 0.0144
H -3.17 4.57 -1.09 0.1939
H -4.76 4.36 -0.68 0.4050
H -3.65 2.93 -0.49 0.0697
C 2.20 -3.51 -6.09 -0.3715
O 2.89 -2.23 -5.93 -0.0900
O 2.96 -4.48 -5.54 -0.8830
C 0.71 -3.40 -5.67 0.7566
F 0.10 -2.26 -6.04 -0.3379
F 0.07 -4.44 -6.21 -0.3024
F 0.58 -3.52 -4.32 -0.0376
C 3.04 -1.50 -7.18 -0.2953
C 3.80 -0.22 -6.89 -0.6664
H 4.69 -0.55 -6.34 0.2950
H 4.13 0.30 -7.79 0.4713
H 3.29 0.52 -6.29 -0.2213
H 2.06 -1.32 -7.62 0.2952
H 3.64 -2.14 -7.83 0.3549
H 2.13 -3.82 -7.14 0.3146
C -0.05 0.15 0.24 0.1014
O -0.65 -1.03 -0.34 1.2709
O 1.25 0.16 -0.15 -0.3147
C -0.94 1.39 0.04 -0.4174
F -1.00 1.77 -1.23 -0.1613
F -2.21 1.32 0.55 0.1455
F -0.41 2.41 0.76 0.0323
C -1.26 -0.90 -1.65 0.5686
C -1.42 -2.33 -2.15 -0.3917
H -1.68 -2.40 -3.21 0.5849
H -0.44 -2.80 -2.11 -0.5851
H -2.23 -2.83 -1.62 -0.4778
H -0.62 -0.38 -2.35 -0.1919
H -2.26 -0.46 -1.57 -0.1877
H -0.17 -0.05 1.32 -0.4530
C 3.93 3.82 -4.09 -0.1662
O 2.93 2.99 -3.42 0.0724
O 3.55 5.11 -3.86 -0.9954
C 5.34 3.31 -3.69 0.7826
F 5.59 3.56 -2.38 -0.3681
F 5.52 2.02 -3.92 -0.2162
F 6.24 4.02 -4.38 -0.2836
C 2.46 1.78 -4.02 -1.4798
C 1.32 1.25 -3.14 -0.0164
H 0.40 1.82 -2.98 0.4590
H 1.05 0.36 -3.72 0.3699
H 1.66 0.93 -2.15 -0.5550
H 3.28 1.06 -3.95 0.1919
H 2.26 1.95 -5.08 0.6327
H 3.72 3.54 -5.14 0.3884